# 1
Density functional theory data (wB97M-V/def2-TZVPD) for one molecule with the formula C5H8N2 at a distorted geometry.

Each line ends with the Mulliken charge.
Cartesian coordinates (Å):
C1 -1.6056 -0.0209 -1.9939  -0.29
C2 -0.0957 -1.0710 0.1489  -0.40
C3 0.8432 -1.0346 1.3486  -0.54
C4 1.2917 0.1821 1.6363  -0.23
C5 0.5750 1.1488 0.6498  -0.43
H1 -1.9750 -1.0630 -1.6659  0.21
H2 -2.0765 0.4261 -2.9773  0.23
H3 0.2732 -1.9233 -0.5846  0.25
H4 -1.1714 -1.2137 0.4400  0.34
H5 1.5388 -1.9282 1.7417  0.22
H6 2.0437 0.3720 2.5037  0.29
H7 1.1985 1.8712 0.0934  0.31
H8 -0.2284 1.6734 1.1817  0.22
N1 -0.7534 0.6836 -1.3666  -0.88
N2 -0.0543 0.2535 -0.2721  0.70

Output
- Relative energy (zero: lowest compared OMol25 entry of this formula, charge and spin): 82.04 kcal/mol
- E: -8291.439 eV
- SMILES string: C=NN1CC=CC1
- Spin multiplicity: 1
- Orbital gap: 0.3341 Ha
- Molar mass: 96.13 g mol⁻¹

***

# 2
Density functional theory data (wB97M-V/def2-TZVPD) for one molecule with the formula C5H8N2 at a distorted geometry.

Each line ends with the Mulliken charge.
Cartesian coordinates (Å):
C1 -2.0233 -0.2105 1.6080  -1.16
C2 -0.8448 -1.0448 1.1562  -0.42
C3 0.0510 -0.2683 0.2099  0.50
C4 0.9431 0.7738 0.3510  -0.53
N1 1.5110 0.9907 -0.9034  -0.06
C5 0.8381 0.1519 -1.7427  -0.20
N2 -0.1244 -0.4997 -1.1430  -0.53
H1 -1.7350 0.7437 2.0281  0.31
H2 -2.7219 0.1039 0.8142  0.33
H3 -2.7557 -0.6590 2.3135  0.33
H4 -1.2314 -1.7503 0.4160  0.24
H5 -0.2831 -1.4529 1.9992  0.30
H6 1.2919 1.1639 1.2998  0.38
H7 2.2685 1.6335 -1.0336  0.18
H8 1.4513 -0.2253 -2.5514  0.32

Output
- Relative energy (zero: lowest compared OMol25 entry of this formula, charge and spin): 21.23 kcal/mol
- E: -8294.076 eV
- SMILES string: CCc1c[nH]cn1
- Spin multiplicity: 1
- Orbital gap: 0.3473 Ha
- Molar mass: 96.13 g mol⁻¹

***

# 3
Density functional theory data (wB97M-V/def2-TZVPD) for a 2-piece molecular cluster, C5H8N2 overall.

Each line ends with the Mulliken charge.
Cartesian coordinates (Å):
C1 -0.8260 -2.0559 0.5299  -0.30
N1 -0.4554 -0.9078 0.1231  0.73
C2 -0.2470 -0.5553 -1.3075  -0.71
C3 0.1191 0.7435 -1.1314  -0.53
C4 0.0933 1.1135 0.2813  0.69
C5 0.3308 2.4698 0.8459  -0.97
N2 -0.2135 0.1193 1.0621  -0.83
H1 -1.0787 -2.8027 -0.2127  0.42
H2 -0.8669 -2.2537 1.5952  0.28
H3 0.8862 -3.1996 -1.2326  0.15
H4 0.6800 -2.5537 -1.5554  -0.18
H5 0.4190 1.4220 -1.9228  0.40
H6 -0.3851 3.1748 0.4077  0.27
H7 1.3342 2.8205 0.5862  0.28
H8 0.2101 2.4653 1.9310  0.30

Output
- Relative energy (zero: lowest compared OMol25 entry of this formula, charge and spin): 112.31 kcal/mol
- E: -8290.126 eV
- Spin multiplicity: 1
- Orbital gap: 0.2806 Ha
- Molar mass: 96.13 g mol⁻¹

***

# 4
Density functional theory data (wB97M-V/def2-TZVPD) for a 3-piece molecular cluster, C5H8N2 overall.

Each line ends with the Mulliken charge.
Cartesian coordinates (Å):
C1 -0.5357 -1.3433 -1.4034  -0.68
C2 -0.9910 -0.2459 -0.6348  0.08
C3 -0.2930 0.9979 -0.6117  -0.54
C4 0.2584 1.0401 0.6606  0.67
N1 1.1185 1.9349 1.2087  -0.45
C5 -0.1509 -0.1556 1.4647  -0.90
N2 -1.2444 -0.6019 0.6757  -0.14
H1 -1.0361 -2.3139 -1.3356  0.28
H2 -0.0655 -1.1468 -2.3669  0.32
H3 0.5590 -1.4261 -0.3774  0.07
H4 -0.0358 1.6010 -1.4782  0.40
H5 1.5120 1.6771 2.1045  0.25
H6 1.6554 2.5702 0.6363  0.22
H7 0.7666 -1.0234 0.6178  0.11
H8 -1.5174 -1.5642 0.8396  0.31

Output
- Relative energy (zero: lowest compared OMol25 entry of this formula, charge and spin): 127.10 kcal/mol
- E: -8289.485 eV
- Spin multiplicity: 1
- Orbital gap: 0.3125 Ha
- Molar mass: 96.13 g mol⁻¹

***

# 5
Density functional theory data (wB97M-V/def2-TZVPD) for one molecule with the formula C5H8N2 at a distorted geometry.

Each line ends with the Mulliken charge.
Cartesian coordinates (Å):
C1 -0.9331 1.4299 -0.4533  -1.07
C2 -0.3345 0.0695 -0.5851  0.62
C3 1.1904 -0.0550 -0.7257  -0.67
C4 1.9818 0.6132 0.3072  0.33
N1 2.5836 1.1455 1.1399  -0.42
C5 -0.7915 -1.7012 0.7554  -0.78
N2 -1.1402 -0.8809 -0.3680  -0.52
H1 -0.3931 1.9040 0.3834  0.34
H2 -0.8836 2.0628 -1.3306  0.32
H3 -1.9620 1.2713 -0.1180  0.32
H4 1.4137 0.4232 -1.6892  0.32
H5 1.5059 -1.1002 -0.8135  0.37
H6 -1.2579 -1.1097 1.5634  0.27
H7 0.2782 -1.7712 1.0052  0.30
H8 -1.2802 -2.6635 0.6998  0.28

Output
- Relative energy (zero: lowest compared OMol25 entry of this formula, charge and spin): 52.14 kcal/mol
- E: -8292.735 eV
- SMILES string: C/N=C(/C)CC#N
- Spin multiplicity: 1
- Orbital gap: 0.3495 Ha
- Molar mass: 96.13 g mol⁻¹

***

# 6
Density functional theory data (wB97M-V/def2-TZVPD) for one molecule with the formula C5H8N2 at a distorted geometry.

Each line ends with the Mulliken charge.
Cartesian coordinates (Å):
N1 2.0051 -0.6860 -0.2159  -0.66
C1 0.8533 -0.0396 0.3934  0.20
C2 1.1158 1.3690 0.7889  0.14
N2 1.3630 2.4638 1.0709  -0.45
C3 -0.3496 -0.1029 -0.5374  -0.08
C4 -1.6552 0.5131 -0.1276  -0.56
C5 -1.5160 -0.9818 -0.1878  -0.63
H1 2.7995 -0.6852 0.4184  0.27
H2 2.2834 -0.1715 -1.0462  0.27
H3 0.6290 -0.5867 1.3153  0.20
H4 -0.0835 -0.0305 -1.5928  0.30
H5 -1.7220 0.9759 0.8541  0.25
H6 -2.2296 1.0247 -0.8963  0.26
H7 -2.0164 -1.5207 -0.9827  0.26
H8 -1.4765 -1.5415 0.7456  0.22

Output
- Relative energy (zero: lowest compared OMol25 entry of this formula, charge and spin): 30.22 kcal/mol
- E: -8293.686 eV
- SMILES string: N#C[C@H](N)C1CC1
- Spin multiplicity: 1
- Orbital gap: 0.4155 Ha
- Molar mass: 96.13 g mol⁻¹

***

# 7
Density functional theory data (wB97M-V/def2-TZVPD) for a 2-piece molecular cluster, C5H8N2 overall.

Each line ends with the Mulliken charge.
Cartesian coordinates (Å):
C1 0.0748 -1.2569 1.3753  -1.14
C2 0.5534 0.0611 0.9300  0.98
C3 -1.3028 -0.6758 -1.7361  -1.06
C4 -0.9948 0.6002 -1.7326  0.74
N1 -0.7295 1.7960 -1.7634  -0.60
C5 0.7416 1.3192 1.0310  -0.77
N2 1.5881 0.5934 -0.0059  -0.52
H1 -0.9219 -1.1751 1.8167  0.27
H2 0.0460 -1.9836 0.5602  0.31
H3 0.7696 -1.6192 2.1421  0.33
H4 -2.2134 -1.0238 -1.2632  0.29
H5 -0.6542 -1.3840 -2.2383  0.28
H6 0.6401 2.2991 1.4643  0.30
H7 -0.1047 2.0539 -0.9946  0.39
H8 2.5076 0.3956 0.4148  0.19

Output
- Relative energy (zero: lowest compared OMol25 entry of this formula, charge and spin): 113.71 kcal/mol
- E: -8290.065 eV
- SMILES string: CC1=CN1.C=C=N
- Spin multiplicity: 1
- Orbital gap: 0.3424 Ha
- Molar mass: 96.13 g mol⁻¹

***

# 8
Density functional theory data (wB97M-V/def2-TZVPD) for a 2-piece molecular cluster, C5H8N2 overall.

Each line ends with the Mulliken charge.
Cartesian coordinates (Å):
C1 -3.9819 -0.3365 -0.2638  0.09
C2 -0.3468 2.0551 -0.3522  -0.43
C3 0.5039 0.0085 0.3624  0.65
C4 1.3932 0.3328 1.2995  -0.93
C5 0.4065 -1.3585 -0.2570  -1.08
N1 -4.2883 -0.0858 0.8045  -0.35
N2 -0.5148 0.8548 -0.0300  -0.31
H1 -1.2191 2.6443 -0.5977  0.26
H2 0.6283 2.5463 -0.4185  0.32
H3 -3.7076 -0.5715 -1.2573  0.26
H4 1.3929 1.3056 1.7606  0.32
H5 2.0996 -0.3841 1.6783  0.28
H6 -0.2118 -1.3157 -1.1495  0.29
H7 -0.0550 -2.0534 0.4438  0.24
H8 1.3916 -1.7339 -0.5163  0.37

Output
- Relative energy (zero: lowest compared OMol25 entry of this formula, charge and spin): 53.10 kcal/mol
- E: -8292.694 eV
- SMILES string: C=NC(=C)C.C#N
- Spin multiplicity: 1
- Orbital gap: 0.3622 Ha
- Molar mass: 96.13 g mol⁻¹